# 1
A structure of composition C24H35N8O2Re. Source: the Open Molecules 2025 dataset; level of theory: ωB97M-V with the def2-TZVPD basis set.

The geometry in XYZ format:
```
70
Properties=species:S:1:pos:R:3:forces:R:3
Re -0.154 -0.406 2.184 0.10 0.12 0.00
N -1.611 -1.974 2.543 -0.05 -0.18 -0.02
C -1.905 -2.362 3.959 -0.04 0.03 -0.01
C -0.663 -2.776 4.728 0.01 0.03 0.03
C 0.215 -1.618 5.173 0.01 0.03 -0.03
N 0.899 -0.962 4.021 0.08 0.14 -0.05
H -2.505 -1.783 2.092 0.02 -0.01 0.00
H -1.269 -2.810 2.067 -0.03 0.00 0.01
H -2.640 -3.167 3.954 0.04 -0.02 0.01
H -2.362 -1.494 4.435 -0.02 -0.02 0.01
H -0.076 -3.507 4.162 -0.01 0.00 -0.02
H -0.996 -3.301 5.625 0.03 0.00 0.01
H 0.973 -1.964 5.876 -0.04 -0.02 0.03
H -0.383 -0.858 5.678 -0.02 -0.01 -0.02
H 1.628 -1.599 3.692 -0.02 0.00 -0.02
H 1.435 -0.167 4.370 -0.05 0.00 0.05
C 2.950 -2.050 -10.643 -0.01 0.02 -0.02
O 1.919 -1.191 -10.084 -0.05 -0.02 0.09
C 1.844 -0.947 -8.816 0.05 -0.01 -0.15
C 2.771 -1.447 -7.850 0.00 0.02 0.06
C 2.606 -1.118 -6.544 0.00 -0.02 -0.08
C 1.520 -0.279 -6.145 0.33 0.10 -0.35
C 0.598 0.210 -7.118 0.04 -0.07 0.04
C 0.755 -0.108 -8.425 -0.01 0.04 0.10
N 1.301 0.091 -4.864 -0.53 -0.05 0.41
N 2.224 -0.056 -4.016 0.03 0.09 0.02
C 1.912 0.008 -2.666 0.10 -0.02 -0.21
C 3.040 0.151 -1.873 -0.02 -0.06 0.23
C 2.988 0.162 -0.473 0.01 0.12 -0.16
C 1.774 0.008 0.139 -0.04 -0.16 0.01
O 1.633 -0.075 1.474 0.14 -0.21 -0.12
C 0.583 -0.112 -0.641 0.08 0.09 -0.05
N -0.574 -0.227 0.083 0.19 -0.10 0.09
C -1.721 -0.306 -0.572 -0.08 0.07 -0.08
C -1.791 -0.264 -1.965 0.01 0.01 0.12
C -0.636 -0.175 -2.701 0.00 -0.08 0.02
C 0.613 -0.106 -2.046 -0.03 0.20 -0.03
H 2.676 -2.163 -11.685 0.03 0.00 0.01
H 2.937 -3.014 -10.140 0.01 0.00 -0.02
H 3.915 -1.555 -10.551 0.00 -0.02 0.00
H 3.607 -2.055 -8.161 0.00 -0.01 0.00
H 3.304 -1.465 -5.795 -0.02 0.00 0.01
H -0.213 0.844 -6.787 0.00 0.01 0.00
H 0.090 0.255 -9.195 0.00 -0.01 -0.01
H 3.991 0.259 -2.377 0.01 -0.06 -0.01
H 3.886 0.288 0.114 0.00 -0.05 0.03
H -2.624 -0.389 0.021 0.00 -0.01 -0.01
H -2.758 -0.304 -2.446 0.00 -0.02 -0.01
H -0.686 -0.150 -3.777 0.03 -0.01 -0.02
C -0.182 2.628 5.634 0.00 0.02 -0.03
N -0.453 2.251 4.245 0.03 -0.14 0.07
C 0.623 2.530 3.303 0.00 0.07 -0.04
C -1.626 1.714 3.858 -0.08 0.07 -0.10
N -1.652 0.803 2.859 -0.22 0.12 0.18
N -2.758 2.082 4.465 0.04 -0.02 0.04
C -2.942 3.419 5.045 0.00 -0.02 -0.06
C -3.980 1.289 4.369 0.01 0.01 -0.01
H 0.807 2.253 5.903 0.00 0.00 0.01
H -0.917 2.179 6.295 0.00 0.01 0.01
H -0.181 3.710 5.770 0.01 0.00 0.01
H 0.973 3.551 3.463 -0.01 0.00 -0.01
H 0.258 2.460 2.279 0.01 -0.01 0.01
H 1.480 1.865 3.435 0.00 0.00 0.00
H -2.566 0.747 2.424 0.00 0.00 0.07
H -2.140 4.079 4.730 -0.01 0.02 0.01
H -2.987 3.376 6.133 0.00 0.02 0.00
H -3.882 3.819 4.669 0.00 0.02 0.02
H -3.745 0.228 4.325 -0.01 -0.01 -0.01
H -4.577 1.574 3.499 -0.01 0.00 0.00
H -4.576 1.468 5.261 0.00 -0.01 0.00
```
Forces are in eV/Å.

Results
- HOMO level (spin up / spin down): -15.362 / -15.614 eV
- Multiplicity: 4
- E_LUMO (spin up / spin down): -8.6313 / -10.0626 eV
- ΔE to the lowest compared entry with this formula, charge and spin: 0.0 kcal/mol
- Energy: -43576.968 eV
- Charge: +3

---

# 2
The ion C7H9N4O with charge +1 in a non-equilibrium geometry. Source: the Open Molecules 2025 dataset; level of theory: ωB97M-V with the def2-TZVPD basis set.

The geometry in XYZ format:
```
21
Properties=species:S:1:pos:R:3:forces:R:3
C 0.365 -2.595 -0.246 -0.08 3.04 1.63
C 0.024 -1.377 -1.019 0.07 -0.53 -1.30
C -0.323 -1.112 1.092 -1.47 -0.08 -0.34
C -0.974 0.891 -0.274 -3.47 1.00 0.89
C 1.212 1.842 -0.066 1.05 -0.23 0.10
C 3.098 0.351 -0.198 0.27 -0.75 -0.30
C -2.105 1.239 0.802 -0.54 1.76 -1.69
N 0.207 -2.409 1.063 -0.27 0.60 -2.42
N -0.009 1.888 -0.162 -2.47 0.27 -1.01
N -0.554 -0.492 -0.040 1.54 -2.33 -0.54
N 1.959 0.667 0.036 -0.91 1.00 0.34
O 4.066 -0.209 -0.445 1.06 0.05 -0.03
H 0.718 -3.367 -0.858 0.63 -1.89 0.26
H -0.534 -1.706 -1.904 -1.03 0.41 0.30
H -0.799 -0.648 1.919 0.45 0.05 1.35
H -1.583 0.987 -1.255 1.65 -0.58 1.21
H 1.573 2.841 -0.083 1.79 0.40 0.26
H -1.753 1.661 1.714 0.94 0.33 0.58
H -2.787 2.088 0.378 1.16 -1.83 0.57
H -2.667 0.386 1.100 -0.80 -0.71 -0.30
H 0.866 -0.927 -1.554 0.40 0.02 0.46
```
Forces are in eV/Å.

Results
- HOMO level: -14.267 eV
- E_LUMO: -5.3382 eV
- ΔE to the lowest compared entry with this formula, charge and spin: 12.3 kcal/mol
- Energy: -15403.616 eV
- Charge: +1

---

# 3
A cluster of 2 separate species, C2HN2O2 in total in a non-equilibrium geometry. Source: the Open Molecules 2025 dataset; level of theory: ωB97M-V with the def2-TZVPD basis set.

The geometry in XYZ format:
```
7
Properties=species:S:1:pos:R:3:forces:R:3
C 0.186 -0.175 2.230 -0.13 0.00 -0.24
C -0.211 0.203 -1.119 -1.10 1.07 2.84
N 0.426 -0.549 -2.077 -1.12 -0.63 -2.35
N -0.784 -0.416 -2.431 2.07 -0.39 0.24
O -0.562 0.687 2.449 0.10 -0.05 0.00
O 0.951 -1.044 2.144 -0.02 0.06 0.01
H -0.005 1.295 -1.197 0.20 -0.06 -0.51
```
Forces are in eV/Å.

Results
- HOMO level (spin up / spin down): -1.384 / -1.384 eV
- E_LUMO (spin up / spin down): 3.5615 / 3.5611 eV
- ΔE to the lowest compared entry with this formula, charge and spin: 88.8 kcal/mol
- Energy: -9162.389 eV
- Charge: -1

---

# 4
The ion C25H17FN3O3 with charge +1 in a non-equilibrium geometry. Source: the Open Molecules 2025 dataset; level of theory: ωB97M-V with the def2-TZVPD basis set.

The geometry in XYZ format:
```
49
Properties=species:S:1:pos:R:3:forces:R:3
N -2.869 -0.195 -3.169 -0.25 0.87 -0.85
O 1.392 -0.861 0.622 0.95 0.69 0.54
F -2.287 5.694 3.095 0.05 -0.22 -0.54
C -2.655 -0.982 -2.377 0.66 -0.95 1.10
N -3.064 -4.050 -2.202 2.35 2.78 1.65
O -0.797 -3.697 -2.309 0.17 0.48 0.16
O 2.634 -1.802 -0.970 0.31 0.22 0.35
C 1.470 -1.513 -0.386 -2.55 0.32 0.41
C -2.037 -3.278 -1.907 -4.12 -4.70 -2.47
C 0.273 -3.024 -1.859 1.15 1.46 1.50
C 0.184 -1.962 -0.959 0.85 -2.02 -2.34
C 0.592 4.636 5.013 -1.01 0.32 -0.43
C 4.174 -4.322 -3.060 -1.27 -0.16 -0.17
C 3.041 -5.014 -3.535 -0.10 -0.15 -0.29
C 1.222 3.767 4.135 0.00 -0.26 -0.86
C -0.582 5.327 4.637 0.53 -0.99 0.11
C 3.997 -3.218 -2.229 1.31 -0.63 -0.52
C 1.774 -4.627 -3.162 -0.50 0.38 0.35
C 0.710 3.553 2.853 -0.99 0.68 0.16
C -0.708 0.948 -0.905 -0.54 0.66 2.01
C -1.821 0.383 1.165 -0.42 0.12 -0.21
C -1.127 5.073 3.369 1.15 -0.04 1.25
C 2.729 -2.852 -1.825 -0.27 -0.39 -0.45
C 1.597 -3.533 -2.272 -0.81 -0.26 -0.55
C -0.497 4.214 2.461 0.14 0.00 -0.05
C -1.233 -0.052 -0.045 0.43 1.30 0.12
C -0.667 2.292 -0.504 -0.17 -1.53 -0.49
C -1.834 1.738 1.487 0.51 -0.23 -0.13
N -1.199 2.631 0.687 -0.15 0.99 -0.72
C -1.120 4.079 1.070 -0.28 0.47 1.24
C -2.329 -1.958 -1.317 0.44 0.96 0.78
C -1.147 -1.525 -0.390 0.38 0.41 0.07
H -2.868 -4.951 -2.624 0.57 0.07 -0.16
H 0.992 4.701 6.010 -0.04 0.37 0.20
H 5.145 -4.672 -3.366 0.23 0.23 0.06
H 3.074 -5.842 -4.254 0.51 0.35 0.46
H 2.128 3.243 4.431 -0.21 0.11 0.01
H -1.120 5.950 5.357 0.22 -0.12 -0.42
H 4.905 -2.684 -1.938 -0.62 0.06 0.26
H 0.914 -5.178 -3.572 0.38 0.49 0.38
H 1.220 2.854 2.183 -0.26 0.31 0.11
H -0.265 0.708 -1.824 0.48 -0.45 -1.14
H -2.330 -0.328 1.847 0.53 0.54 -0.49
H -0.216 3.068 -1.158 -0.43 -0.55 0.84
H -2.270 2.159 2.403 0.25 -0.33 -0.48
H -0.524 4.659 0.358 -0.03 -0.65 -0.16
H -2.127 4.563 1.068 0.61 -0.75 -0.03
H -3.224 -2.061 -0.690 0.16 -0.13 -0.30
H -1.249 -2.057 0.554 -0.30 -0.12 0.14
```
Forces are in eV/Å.

Results
- HOMO level: -11.692 eV
- E_LUMO: -3.9797 eV
- Energy: -39524.088 eV
- Charge: +1